No. 1
Molecular formula: C21H50BIInO3S
Method: DFT, ωB97M-V/def2-TZVPD

The net charge is -1. The HOMO-LUMO gap is 0.25862 hartree. Its LUMO energy is 2.496 eV.

Geometry as XYZ:
```
78
Properties=species:S:1:pos:R:3:forces:R:3
C 6.583 -0.412 0.686 0.123 0.030 -0.194
C 5.591 0.154 -0.346 0.233 -0.054 -0.065
S 3.928 -0.526 -0.090 0.004 -0.053 0.033
C 2.893 0.690 -0.886 0.028 0.012 0.170
In 0.739 0.465 -0.373 -0.101 0.212 -0.398
I 0.650 0.203 2.423 0.019 -0.006 0.078
C -0.199 -1.226 -1.465 0.233 -0.199 0.183
C -0.701 -2.456 -0.695 -0.189 -0.021 -0.191
C -1.765 -2.172 0.374 -0.115 -0.144 -0.009
C -2.804 -1.151 -0.067 0.042 -0.090 0.064
O -4.029 -1.406 0.605 -0.077 -0.058 0.202
C -4.977 -0.415 0.334 -0.055 0.282 -0.273
B -0.392 2.418 -0.867 0.161 -0.036 -0.012
O -1.171 2.525 -2.026 -0.653 0.292 0.597
O -0.360 3.547 -0.059 0.068 -0.299 -0.017
C -1.573 3.885 0.592 -0.044 0.192 -0.100
H 7.227 -1.177 0.245 -0.122 -0.019 0.049
H 7.242 0.375 1.067 -0.085 -0.088 -0.020
H 6.057 -0.861 1.533 0.036 0.088 -0.020
H 5.518 1.242 -0.261 -0.050 -0.097 0.045
H 5.935 -0.068 -1.361 -0.044 0.079 0.069
H 3.020 0.665 -1.973 -0.034 0.032 0.071
H 3.176 1.678 -0.506 -0.035 -0.047 -0.104
H -1.011 -0.814 -2.081 0.079 0.000 0.073
H 0.570 -1.557 -2.175 -0.069 0.054 0.030
H -1.140 -3.179 -1.403 0.063 0.047 0.025
H 0.145 -2.975 -0.230 -0.075 0.099 0.023
H -2.311 -3.097 0.593 0.063 0.048 -0.011
H -1.309 -1.848 1.312 0.002 0.089 -0.103
H -2.474 -0.130 0.175 0.048 -0.041 -0.152
H -2.985 -1.216 -1.154 0.040 0.048 0.069
H -4.660 0.574 0.700 0.053 -0.094 0.026
H -5.141 -0.319 -0.753 -0.079 -0.018 0.089
H -5.923 -0.670 0.813 0.099 -0.122 0.002
H -1.730 1.750 -2.132 0.423 -0.265 -0.365
H -1.875 4.899 0.315 0.001 -0.031 0.090
H -1.418 3.817 1.672 -0.005 0.084 -0.046
H -2.395 3.208 0.333 0.057 0.037 -0.060
C 4.570 2.378 2.377 -0.005 0.035 -0.013
C 5.932 2.819 2.900 -0.025 -0.062 -0.039
C 6.595 1.781 3.805 0.029 -0.008 0.029
C 5.806 1.442 5.072 -0.002 -0.018 -0.013
C 5.498 2.637 5.973 0.020 -0.021 0.037
C 6.744 3.328 6.518 -0.038 0.027 -0.010
H 3.855 2.218 3.184 -0.024 -0.010 -0.016
H 4.140 3.128 1.712 -0.008 0.002 -0.008
H 4.640 1.441 1.818 -0.060 0.019 0.094
H 5.834 3.771 3.433 0.031 0.004 0.005
H 6.599 3.016 2.055 0.008 0.011 -0.009
H 7.598 2.127 4.076 0.003 -0.002 0.020
H 6.739 0.857 3.235 -0.020 0.054 0.041
H 6.373 0.702 5.647 0.000 0.007 0.011
H 4.868 0.956 4.795 0.000 0.002 -0.019
H 4.887 2.289 6.810 -0.013 0.015 0.000
H 4.884 3.361 5.433 -0.009 -0.012 -0.010
H 7.361 2.627 7.086 0.016 -0.003 -0.018
H 6.479 4.153 7.181 0.004 -0.003 0.010
H 7.359 3.738 5.715 0.006 -0.008 -0.002
C -4.297 -3.910 -3.165 -0.008 -0.011 -0.040
C -4.648 -3.007 -4.345 0.033 -0.009 0.058
C -5.439 -1.765 -3.939 0.017 0.036 -0.016
C -6.799 -2.044 -3.298 0.004 0.032 0.049
C -7.767 -2.851 -4.161 -0.013 0.018 -0.005
C -8.141 -2.159 -5.468 0.006 -0.048 -0.003
H -5.191 -4.300 -2.674 0.001 0.003 0.006
H -3.702 -4.764 -3.489 0.014 0.004 0.007
H -3.717 -3.365 -2.417 -0.018 0.002 0.014
H -5.203 -3.578 -5.096 -0.007 0.011 -0.004
H -3.724 -2.683 -4.830 -0.003 -0.008 -0.014
H -5.572 -1.121 -4.813 -0.001 -0.003 -0.001
H -4.837 -1.187 -3.230 0.000 0.001 0.000
H -7.266 -1.085 -3.051 -0.008 -0.006 0.008
H -6.653 -2.559 -2.345 0.008 -0.001 -0.001
H -8.677 -3.034 -3.581 0.000 -0.019 -0.003
H -7.343 -3.836 -4.376 0.008 0.000 0.011
H -8.592 -1.184 -5.275 0.021 0.012 -0.005
H -8.858 -2.753 -6.037 -0.009 0.007 0.001
H -7.268 -2.004 -6.104 0.002 0.008 0.003
```
Positions in Å, forces in eV/Å.

***

No. 2
Molecular formula: C21H50BNO3PSi
Method: DFT, ωB97M-V/def2-TZVPD

The net charge is +1. The HOMO-LUMO gap is 0.33835 hartree. Its LUMO energy is -2.332 eV.

Geometry as XYZ:
```
78
Properties=species:S:1:pos:R:3:forces:R:3
C -1.130 6.628 3.902 -0.027 -0.081 -0.060
Si 0.375 5.577 4.271 -0.093 -0.053 0.125
C 0.116 3.866 3.538 0.115 0.111 0.006
C 0.586 5.372 6.107 0.017 -0.024 -0.059
O 1.765 6.273 3.700 -0.080 -0.038 -0.048
C 1.874 7.064 2.536 0.028 -0.011 0.083
C 1.696 6.289 1.226 0.338 0.160 -0.018
B 2.626 5.055 0.977 0.043 -0.029 -0.060
O 2.809 4.104 1.967 -0.132 -0.098 0.010
N 3.263 2.811 1.636 -0.011 0.038 -0.098
O 2.757 2.389 0.667 0.105 0.125 0.136
H -2.010 5.985 3.978 -0.041 0.040 0.033
H -1.140 7.058 2.899 0.036 0.009 -0.006
H -1.254 7.436 4.623 0.053 0.057 -0.022
H 0.229 3.839 2.453 -0.092 0.048 0.001
H 0.865 3.195 3.964 -0.023 -0.074 -0.032
H -0.877 3.493 3.796 0.004 -0.033 0.017
H 1.315 4.593 6.334 0.033 0.009 0.009
H 0.921 6.296 6.579 -0.040 0.018 0.005
H -0.365 5.077 6.559 0.014 0.015 0.031
H 1.153 7.887 2.571 -0.018 -0.014 -0.021
H 2.867 7.518 2.551 0.007 -0.023 0.021
H 1.868 7.003 0.416 -0.124 -0.008 -0.050
H 0.654 5.957 1.123 0.007 -0.058 0.030
H 3.217 4.867 -0.044 -0.134 -0.039 -0.028
C 2.027 -5.406 -3.221 0.022 -0.001 0.005
C 2.259 -3.942 -2.864 0.014 -0.047 -0.005
C 2.111 -3.671 -1.368 0.001 0.050 -0.017
C 0.667 -3.658 -0.846 -0.002 -0.128 0.073
P -0.287 -2.142 -1.109 -0.017 0.055 0.021
C 0.743 -0.769 -0.529 0.084 0.023 0.015
C 1.393 -0.838 0.861 0.041 -0.008 0.027
C 0.496 -0.643 2.086 -0.015 0.009 0.010
C -0.422 0.573 2.024 0.031 -0.066 0.019
C -1.735 -2.243 -0.029 -0.036 -0.024 0.056
C -2.796 -3.337 -0.208 0.020 -0.047 0.004
C -3.712 -3.242 -1.424 -0.012 -0.001 -0.025
C -4.322 -1.865 -1.655 -0.026 -0.005 0.007
C -0.613 -1.608 -2.817 0.057 0.077 -0.126
C -1.460 -2.358 -3.854 -0.121 0.006 0.046
C -1.224 -3.867 -4.030 0.029 0.002 -0.093
C -0.477 -4.198 -5.319 0.009 -0.011 0.011
H 1.043 -5.759 -2.904 -0.004 -0.001 -0.013
H 2.104 -5.568 -4.295 -0.004 0.005 0.001
H 2.774 -6.037 -2.737 -0.013 -0.003 0.010
H 1.584 -3.303 -3.440 0.001 0.006 0.015
H 3.270 -3.659 -3.164 -0.005 -0.001 -0.008
H 2.606 -2.736 -1.096 -0.006 0.005 -0.018
H 2.640 -4.454 -0.820 0.007 0.019 0.013
H 0.675 -3.741 0.247 -0.009 0.016 0.000
H 0.102 -4.524 -1.195 -0.031 0.053 -0.060
H 0.158 0.146 -0.654 -0.043 -0.020 0.047
H 1.542 -0.702 -1.274 -0.024 0.007 -0.022
H 2.150 -0.051 0.864 -0.011 -0.017 -0.005
H 1.942 -1.778 0.963 0.015 0.008 -0.002
H 1.163 -0.533 2.944 -0.026 -0.021 0.019
H -0.085 -1.544 2.300 -0.013 -0.011 -0.054
H 0.151 1.499 2.039 -0.005 0.007 -0.049
H -1.090 0.588 2.885 0.021 0.047 0.013
H -1.050 0.584 1.130 -0.021 -0.023 0.012
H -2.179 -1.245 0.013 -0.023 -0.004 -0.091
H -1.277 -2.398 0.950 0.021 0.073 0.004
H -3.407 -3.296 0.697 0.009 -0.001 0.003
H -2.310 -4.316 -0.193 -0.018 -0.006 0.016
H -4.515 -3.967 -1.281 0.006 -0.006 -0.019
H -3.181 -3.575 -2.316 0.037 0.032 0.020
H -5.002 -1.591 -0.847 0.033 0.013 0.020
H -4.892 -1.846 -2.584 -0.031 -0.010 0.025
H -3.565 -1.080 -1.729 0.000 -0.005 -0.030
H 0.384 -1.400 -3.217 0.039 -0.103 0.055
H -1.057 -0.617 -2.660 0.025 0.012 -0.006
H -1.254 -1.864 -4.807 -0.028 0.029 0.012
H -2.510 -2.150 -3.653 0.015 -0.050 0.054
H -2.188 -4.378 -4.050 0.016 -0.023 0.007
H -0.686 -4.283 -3.176 -0.001 0.032 0.001
H -1.094 -3.957 -6.186 0.020 0.028 -0.001
H -0.227 -5.257 -5.374 -0.017 -0.001 -0.007
H 0.451 -3.628 -5.406 0.008 -0.014 0.010
```
Positions in Å, forces in eV/Å.

***

No. 3
Molecular formula: C21H50N8O5
Method: DFT, ωB97M-V/def2-TZVPD

The spin multiplicity is 2. The net charge is -1. The HOMO-LUMO gap (alpha / beta) is 0.05647 / 0.28070 hartree. Its LUMO energy (alpha / beta) is 2.043 / 2.045 eV.

Geometry as XYZ:
```
84
Properties=species:S:1:pos:R:3:forces:R:3
C 25.810 1.140 -15.266 2.658 -0.743 1.210
O 25.101 0.376 -15.787 -3.842 -3.989 -2.942
N 25.603 2.370 -15.090 -3.536 6.915 -0.253
N 26.973 0.862 -14.738 2.783 -2.129 0.760
H 24.726 2.690 -15.475 0.240 0.565 0.310
H 26.267 3.013 -14.683 -0.327 0.198 -0.128
H 27.239 -0.100 -14.887 0.817 0.371 0.846
H 27.351 1.634 -14.208 1.136 -1.164 0.250
C 26.835 -0.548 -10.696 0.734 -3.686 -2.033
O 26.524 -1.525 -11.443 -0.060 1.472 1.581
N 27.723 -0.667 -9.688 0.301 -1.613 0.693
N 26.501 0.686 -10.873 -1.181 3.345 -0.243
H 28.060 0.121 -9.153 0.270 -0.345 -0.195
H 28.120 -1.594 -9.651 0.259 0.430 0.469
H 27.046 1.315 -10.300 -0.495 0.657 -0.485
H 25.961 1.041 -11.649 0.128 -0.207 0.110
C 22.526 -1.343 -10.233 -0.898 0.137 1.661
O 21.646 -1.132 -9.451 -2.967 0.955 1.320
N 22.602 -1.045 -11.478 -3.245 3.140 -6.235
N 23.597 -1.930 -9.933 6.469 -3.923 2.423
H 21.784 -0.537 -11.783 0.218 0.035 -0.398
H 23.341 -1.097 -12.165 0.148 -0.196 0.705
H 24.233 -2.063 -10.707 0.683 -0.367 0.810
H 23.795 -2.343 -9.033 -0.162 0.278 -0.316
C 32.963 1.958 -7.827 -0.223 -0.274 -0.780
C 32.463 1.213 -6.566 -1.401 1.805 0.681
C 32.323 2.356 -5.494 0.193 -0.443 -0.822
C 31.680 1.823 -4.264 -1.429 -0.278 0.478
C 30.174 1.500 -4.633 1.996 -0.434 0.162
C 30.065 0.435 -5.757 -2.045 1.300 0.103
N 31.009 0.814 -6.793 0.573 1.896 -0.558
O 30.879 -0.049 -7.875 0.546 -0.507 -0.350
C 30.312 -0.935 -5.276 1.094 -1.432 1.421
C 28.553 0.500 -6.318 0.323 0.245 -1.023
C 33.521 0.175 -6.131 -0.363 0.693 -0.269
H 32.665 1.439 -8.738 -0.086 0.004 0.029
H 34.036 2.113 -7.941 0.266 -0.549 0.588
H 32.612 2.988 -7.892 -0.652 -0.107 0.117
H 33.245 2.935 -5.435 0.422 -0.464 0.519
H 31.624 3.106 -5.864 -0.094 -0.078 -0.492
H 31.651 2.549 -3.451 0.094 0.102 0.036
H 32.118 0.913 -3.854 0.318 0.033 -0.060
H 29.755 2.437 -5.000 -0.447 -0.119 0.325
H 29.779 1.125 -3.689 -0.819 0.144 -0.288
H 30.528 -1.675 -6.047 -0.674 0.026 -0.216
H 31.231 -0.962 -4.691 0.222 0.139 0.264
H 29.549 -1.286 -4.581 -0.229 -0.144 -0.308
H 28.314 -0.202 -7.116 0.760 -0.428 -0.016
H 27.683 0.330 -5.684 0.660 -0.065 1.111
H 28.299 1.443 -6.802 0.544 0.432 0.120
H 33.662 -0.608 -6.876 0.154 0.015 -0.067
H 33.423 -0.280 -5.145 -0.322 0.103 -0.077
H 34.378 0.849 -6.115 0.537 -0.631 0.074
H 31.512 -0.724 -7.620 0.041 -0.952 -0.663
C 29.282 4.468 -7.697 -0.580 0.182 0.515
C 28.835 4.502 -9.197 1.852 0.407 0.015
C 29.328 5.878 -9.914 -1.625 0.113 1.009
C 29.431 5.808 -11.409 -0.149 -2.089 -0.201
C 30.512 4.789 -11.790 -0.600 1.177 0.118
C 30.228 3.351 -11.204 -0.883 1.353 -0.667
N 29.496 3.370 -9.904 1.111 2.683 -1.063
O 29.406 2.122 -9.368 -0.628 -0.762 0.569
C 29.198 2.716 -12.189 1.557 -0.142 -0.543
C 31.565 2.598 -11.140 -0.301 -0.979 -0.461
C 27.340 4.354 -9.152 -1.363 -0.607 0.555
H 30.300 4.801 -7.495 -0.015 0.088 -0.157
H 29.105 3.551 -7.135 0.601 -1.105 -0.985
H 28.562 4.959 -7.042 0.174 1.442 -0.358
H 28.546 6.631 -9.826 -0.519 -0.126 0.876
H 30.153 6.359 -9.389 0.518 -0.538 -0.147
H 29.456 6.749 -11.959 0.599 0.182 0.389
H 28.492 5.378 -11.757 -0.374 0.029 -0.028
H 31.436 5.291 -11.502 0.476 -0.686 0.472
H 30.535 4.834 -12.879 0.137 -0.896 -0.182
H 29.657 2.626 -13.173 0.166 -0.125 -0.232
H 28.918 1.703 -11.898 -0.308 0.177 0.235
H 28.366 3.400 -12.356 -0.323 -0.228 0.404
H 32.486 3.100 -10.843 -0.418 0.626 0.488
H 31.452 1.692 -10.544 0.069 -0.052 0.008
H 31.813 2.239 -12.139 -0.197 -0.045 -0.216
H 27.106 3.345 -8.810 0.128 -0.570 -0.501
H 26.720 4.567 -10.024 0.451 0.000 -0.321
H 26.877 4.854 -8.302 0.210 0.865 -0.152
H 30.222 2.033 -8.869 0.138 -0.543 0.607
```
Positions in Å, forces in eV/Å.